#1
14
Properties=species:S:1:pos:R:3 method="wB97M-V/def2-TZVPD" homo_ev=-10.458 orbital_gap_ha=0.3570
O -1.8948 -0.6444 -2.1318
C -0.9468 -0.6799 -1.3722
C 0.3827 -0.1641 -1.6843
C 1.3712 -0.3385 -0.7928
O 1.1176 -0.8012 0.4543
C -0.1412 -1.1261 0.7543
N -1.0894 -1.2524 -0.0872
C -0.4415 -0.8149 2.1596
N -0.9622 -0.3528 3.0974
H 0.5947 0.2407 -2.6725
H 2.4222 -0.0994 -0.9403
O -0.3474 1.8813 0.8091
H 0.5427 2.1817 0.6038
H -0.6079 1.9700 1.8025

---

#2
14
Properties=species:S:1:pos:R:3 method="wB97M-V/def2-TZVPD" homo_ev=-9.168 orbital_gap_ha=0.3155
C -2.2741 -0.8377 -0.0767
C -1.9292 0.5809 0.0536
C 0.4818 0.7233 0.4959
C -1.3663 -1.7082 -0.2825
C 1.4635 0.7058 -0.4603
N -0.7906 1.0061 0.3793
N 2.6898 0.2384 -0.0809
O -0.6315 -2.6089 -0.2898
O 2.8457 -0.2855 1.0496
O 3.6205 0.2647 -0.8945
H -3.3788 -0.9756 0.0338
H -2.7520 1.4417 0.0415
H 0.7782 0.4714 1.4554
H 1.2430 0.9837 -1.4244

---

Most stable structure - #1; separation to the second - 0.1375 hartree.

---

#1
11
Properties=species:S:1:pos:R:3 method="wB97M-V/def2-TZVPD" homo_ev="-7.684 / -7.670" orbital_gap_ha="0.2594 / 0.2589"
C -0.4042 -0.0197 0.1618
N 0.0961 -2.1904 -0.0564
N 1.1875 -1.5789 -0.1315
N -0.8823 -1.3091 0.2388
N 1.0517 -0.2769 0.0158
P -0.9164 1.4139 -0.8706
I 2.5482 0.8761 0.4463
H -0.8471 0.9262 1.8562
H -1.8579 -1.5982 0.2846
H 0.1033 1.3913 -1.8297
H -0.0789 2.3656 -0.1152

---

#2
11
Properties=species:S:1:pos:R:3 method="wB97M-V/def2-TZVPD" homo_ev=-9.050 orbital_gap_ha=0.3340
C 0.6219 -0.6521 0.8342
N -0.7844 1.0062 -3.3757
N -0.5938 1.0922 -2.2691
N -0.2423 1.2834 -1.1456
N 0.8262 -0.6097 -0.3660
P -1.0915 -0.7617 1.4112
I 2.6895 -0.2667 -0.9329
H 1.4551 -0.5871 1.6513
H -0.8989 1.1050 -0.3214
H -1.1523 0.3154 2.2882
H -0.8295 -1.9248 2.2257

---

Most stable structure - #2; separation to the second - 0.0702 hartree.

---

#1
42
Properties=species:S:1:pos:R:3 method="wB97M-V/def2-TZVPD" homo_ev=-10.292 orbital_gap_ha=0.3563
O 2.5390 1.6036 1.6328
H 2.7160 0.8786 1.0488
H 1.6580 1.5886 1.9528
O -0.8320 -1.2714 -1.6132
H 0.0080 -1.7324 -1.7882
H -1.1480 -1.1554 -2.5432
O -1.1450 2.9686 0.3878
H -2.0780 2.8136 0.5588
H -0.8840 2.6026 -0.4382
O 0.3320 -0.0134 0.3158
H 0.9510 -0.6384 0.6998
H -0.2760 -0.4814 -0.2792
O -3.6370 0.5406 -1.6272
H -2.9830 0.2666 -0.9822
H -3.1120 1.1016 -2.1582
O 2.0570 -1.2984 2.1498
H 2.3480 -1.9984 1.5818
H 1.6430 -1.7384 2.8778
O -0.0240 1.6486 2.5398
H -0.2190 1.9866 1.6418
H -0.9070 1.6716 2.8738
O -1.1290 1.6746 -2.0302
H -1.3190 2.0366 -2.8862
H -0.3970 1.0886 -2.1972
O -3.4500 -2.4654 -1.2852
H -2.5580 -2.1934 -1.1492
H -3.7880 -1.6564 -1.6962
O 1.5560 0.8546 -2.0562
H 1.3240 0.4886 -1.1952
H 1.7100 1.7756 -1.7502
O -0.3180 -0.9604 3.5628
H -0.0920 -0.7614 4.5008
H 0.1620 -0.4464 2.9748
O -2.3620 -0.2494 0.8158
H -1.4460 -0.0224 0.7268
H -2.3200 -1.1794 1.0128
O 2.0610 -2.1014 -1.4142
H 1.8280 -2.5914 -2.1682
H 2.4490 -2.7334 -0.8602
O 3.7370 -0.1924 -0.3212
H 3.2530 -0.4324 -1.0902
H 4.0920 0.7216 -0.3262

---

#2
42
Properties=species:S:1:pos:R:3 method="wB97M-V/def2-TZVPD" homo_ev=-10.556 orbital_gap_ha=0.3738
O -1.6141 -1.8632 1.2496
H -1.9890 -1.0295 1.4691
H -2.2911 -2.5597 1.1605
O -1.0852 -0.8261 -1.0964
H -1.7858 -1.2820 -0.6467
H -0.2924 -1.0760 -0.5567
O 0.5367 2.8597 0.9120
H -0.2922 2.6919 0.4609
H 1.0989 2.3285 0.3494
O 1.2032 -2.8889 1.6004
H 0.9957 -3.2901 2.4669
H 1.3666 -1.9577 1.5575
O 4.9362 1.5142 0.4005
H 5.1758 2.1015 -0.3009
H 4.7778 0.5885 0.1271
O -1.9794 2.4235 2.8048
H -1.9542 2.3383 1.8398
H -1.8955 1.5780 3.1885
O 2.1139 0.3885 -2.3398
H 1.2664 0.4841 -1.8845
H 2.1147 -0.5604 -2.3625
O 2.3902 -0.1348 0.9950
H 2.9033 0.0687 0.2415
H 2.5678 0.6658 1.5317
O -2.2952 -0.7027 3.6571
H -2.0721 -0.9707 2.7780
H -2.4593 -1.5122 4.1863
O -2.5054 1.4499 -0.6964
H -2.1785 1.1427 -1.5230
H -2.8969 2.3059 -0.8607
O -0.5964 1.1817 -4.7171
H 0.3330 0.8898 -4.7466
H -0.8818 0.5809 -4.0555
O -1.7558 -2.2659 -3.4149
H -1.6068 -1.6312 -4.0760
H -2.5293 -2.4508 -2.9545
O 0.6813 2.7166 4.2110
H 0.1369 2.1060 3.7370
H 0.1473 3.5456 4.0795
O 0.9594 -3.1583 -2.6657
H 0.0361 -3.3408 -2.8636
H 1.2152 -2.4490 -3.2429

---

Most stable structure - #1; separation to the second - 0.0822 hartree.